Entry 1:
{
  "formula": "C22H36ClNOOsP2",
  "method": "ωB97M-V/def2-TZVPD",
  "e_tot_ev": -60499.8716,
  "multiplicity": 5,
  "e_lumo_ev": [0.493, -0.548],
  "homo_energy_ev": [-4.8, -7.7],
  "gap_ha": [0.1949, 0.2619],
  "s_squared": 6.05,
  "max_force_ev_per_a": 5.229,
  "species": ["Os", "P", "P", "N", "H", "C", "H", "H", "H", "C", "H", "H", "H", "C", "H", "H", "H", "C", "H", "H", "H", "C", "H", "H", "H", "C", "H", "H", "H", "C", "C", "C", "C", "C", "C", "H", "H", "H", "H", "H", "C", "O", "C", "H", "H", "H", "C", "H", "H", "H", "Cl", "C", "C", "C", "C", "C", "C", "C", "H", "H", "H", "H", "H", "H"],
  "xyz": [[0.08, -0.24, -0.22], [2.40, -0.49, -0.59], [-2.27, -0.13, -0.11], [0.03, 0.65, -1.77], [1.06, -1.98, 1.13], [2.68, -2.01, -1.54], [3.76, -2.23, -1.58], [2.30, -1.86, -2.56], [2.15, -2.86, -1.09], [3.50, -0.58, 0.87], [4.54, -0.66, 0.54], [3.24, -1.47, 1.47], [3.38, 0.32, 1.49], [3.16, 0.83, -1.60], [4.25, 0.78, -1.52], [2.82, 1.82, -1.25], [2.87, 0.71, -2.65], [-3.00, -1.50, -1.08], [-4.09, -1.41, -1.08], [-2.70, -2.46, -0.64], [-2.61, -1.44, -2.10], [-3.05, -0.24, 1.52], [-4.14, -0.30, 1.39], [-2.80, 0.65, 2.11], [-2.69, -1.13, 2.05], [-3.01, 1.35, -0.87], [-4.10, 1.27, -0.82], [-2.70, 1.43, -1.92], [-2.69, 2.25, -0.33], [-0.01, 1.42, -2.86], [0.03, 1.62, -5.28], [-0.01, 0.82, -4.16], [-0.02, 2.85, -2.76], [0.02, 3.62, -3.90], [0.05, 3.02, -5.17], [0.04, 1.15, -6.27], [-0.03, -0.27, -4.19], [-0.04, 3.29, -1.75], [0.03, 4.71, -3.81], [0.09, 3.64, -6.07], [0.18, -2.72, 0.99], [-0.43, -2.17, -0.15], [0.54, -4.16, 0.65], [0.67, -4.73, 1.57], [1.45, -4.24, 0.06], [-0.30, -4.60, 0.08], [-0.68, -2.66, 2.25], [-1.69, -3.01, 2.03], [-0.70, -1.65, 2.68], [-0.23, -3.32, 2.99], [-1.81, 3.28, 2.14], [-0.91, 2.10, 3.04], [-1.16, 1.97, 4.40], [-0.47, 1.00, 5.14], [0.50, 0.22, 4.53], [0.79, 0.39, 3.18], [0.08, 1.31, 2.40], [0.39, 1.44, 0.92], [-1.92, 2.60, 4.86], [-0.70, 0.88, 6.20], [1.05, -0.53, 5.10], [1.58, -0.20, 2.71], [-0.23, 2.19, 0.43], [1.46, 1.68, 0.77]]
}

---

Entry 2:
{
  "formula": "C39H31Cl2N6O4PSSe2W",
  "method": "ωB97M-V/def2-TZVPD",
  "e_tot_ev": -235763.1547,
  "multiplicity": 3,
  "e_lumo_ev": [-0.400, -1.333],
  "homo_energy_ev": [-5.9, -7.4],
  "gap_ha": [0.2016, 0.2239],
  "s_squared": 2.02,
  "max_force_ev_per_a": 1.042,
  "species": ["W", "N", "C", "S", "N", "N", "C", "C", "C", "C", "C", "C", "C", "C", "C", "C", "C", "C", "N", "H", "H", "H", "H", "H", "H", "H", "H", "H", "H", "H", "Se", "P", "Se", "C", "C", "C", "C", "C", "C", "C", "C", "C", "C", "C", "C", "H", "H", "H", "H", "H", "H", "H", "H", "H", "H", "O", "N", "O", "Cl", "C", "C", "C", "C", "C", "Cl", "C", "N", "C", "C", "C", "C", "C", "C", "C", "C", "O", "O", "H", "H", "H", "H", "H", "H", "H", "H", "H", "H"],
  "xyz": [[-0.37, -0.51, 0.10], [0.39, 3.95, 0.49], [0.18, 2.64, 0.15], [0.12, 1.49, 1.43], [-0.02, 2.36, -1.10], [-0.25, 1.03, -1.34], [-0.55, 0.72, -2.61], [-0.72, 1.74, -3.67], [-1.94, 1.79, -4.35], [-2.14, 2.71, -5.37], [-1.12, 3.59, -5.72], [0.10, 3.54, -5.05], [0.29, 2.62, -4.03], [-0.54, -0.65, -2.90], [-0.68, -1.24, -4.18], [-0.50, -2.58, -4.33], [-0.16, -3.37, -3.21], [-0.05, -2.77, -1.98], [-0.26, -1.45, -1.83], [0.85, 4.13, 1.36], [0.63, 4.56, -0.27], [-2.73, 1.12, -4.06], [-3.09, 2.75, -5.88], [-1.27, 4.31, -6.51], [0.89, 4.22, -5.32], [1.24, 2.59, -3.50], [-0.91, -0.61, -5.03], [-0.59, -3.04, -5.30], [0.01, -4.43, -3.29], [0.20, -3.33, -1.09], [2.16, -0.48, -0.26], [2.69, -2.77, 1.54], [1.33, -1.94, 3.12], [2.46, -4.59, 1.60], [1.44, -5.25, 2.26], [1.31, -6.63, 2.14], [2.20, -7.35, 1.36], [3.23, -6.69, 0.69], [3.35, -5.31, 0.81], [4.25, -2.56, 2.46], [4.53, -3.22, 3.65], [5.75, -3.04, 4.28], [6.70, -2.20, 3.72], [6.43, -1.54, 2.53], [5.21, -1.72, 1.90], [0.73, -4.70, 2.86], [0.51, -7.14, 2.65], [2.10, -8.42, 1.26], [3.92, -7.24, 0.08], [4.15, -4.81, 0.28], [3.80, -3.90, 4.08], [5.96, -3.55, 5.21], [7.66, -2.06, 4.21], [7.18, -0.89, 2.09], [4.99, -1.19, 0.98], [-1.15, -0.94, 2.13], [0.05, -1.43, 1.83], [-0.12, -2.40, 0.83], [-2.85, 3.87, -0.89], [-4.18, 4.43, 0.06], [-4.39, 5.80, 0.18], [-5.48, 6.26, 0.91], [-6.33, 5.36, 1.53], [-6.09, 4.01, 1.42], [-7.14, 2.91, 2.26], [-5.01, 3.50, 0.69], [-4.76, 2.13, 0.61], [-5.61, 1.28, -0.12], [-6.65, 1.78, -0.90], [-7.47, 0.92, -1.62], [-7.25, -0.45, -1.58], [-6.22, -0.94, -0.80], [-5.41, -0.11, -0.06], [-4.32, -0.70, 0.82], [-2.97, -0.56, 0.19], [-2.32, -1.52, -0.31], [-2.37, 0.55, 0.17], [-3.71, 6.48, -0.31], [-5.65, 7.33, 1.00], [-7.18, 5.70, 2.11], [-3.77, 1.89, 0.52], [-6.81, 2.85, -0.95], [-8.27, 1.34, -2.22], [-7.88, -1.12, -2.15], [-6.05, -2.01, -0.76], [-4.52, -1.76, 0.98], [-4.28, -0.19, 1.78]]
}

---

Entry 3:
{
  "formula": "C3H9NO2S",
  "method": "ωB97M-V/def2-TZVPD",
  "e_tot_ev": -19675.0979,
  "e_lumo_ev": 0.787,
  "homo_energy_ev": -8.9,
  "gap_ha": 0.3554,
  "max_force_ev_per_a": 3.476,
  "species": ["C", "C", "C", "N", "O", "O", "S", "H", "H", "H", "H", "H", "H", "H", "H", "H"],
  "xyz": [[0.36, -0.73, -2.31], [-1.75, 0.68, 2.08], [1.44, 0.10, -1.81], [0.59, -0.43, 1.59], [-0.52, 1.13, -0.07], [2.28, -0.20, -1.02], [-0.09, 1.10, 1.35], [-0.52, -0.29, -1.85], [0.33, -0.77, -3.41], [0.42, -1.88, -2.13], [-1.59, 0.61, 3.15], [-2.27, 1.44, 1.60], [-2.26, -0.27, 1.70], [1.37, 1.09, -2.20], [1.19, -0.91, 0.86], [1.02, -0.68, 2.47]]
}

---

Entry 4:
{
  "formula": "C51H44AuGeN2P2S2",
  "method": "ωB97M-V/def2-TZVPD",
  "e_tot_ev": -157013.3536,
  "total_charge": 3,
  "e_lumo_ev": [-11.550, -11.550],
  "homo_energy_ev": [-14.9, -14.9],
  "gap_ha": [0.1244, 0.1245],
  "max_force_ev_per_a": 1.712,
  "species": ["Au", "C", "N", "C", "P", "C", "C", "C", "C", "C", "C", "C", "C", "C", "C", "C", "C", "C", "C", "C", "C", "C", "C", "P", "C", "C", "C", "C", "C", "C", "C", "C", "C", "C", "C", "C", "H", "H", "H", "H", "H", "H", "H", "H", "H", "H", "H", "H", "H", "H", "H", "H", "H", "H", "H", "H", "H", "H", "H", "H", "H", "H", "H", "H", "H", "S", "C", "N", "C", "C", "C", "C", "C", "C", "S", "H", "H", "H", "H", "Ge", "C", "C", "C", "C", "C", "C", "C", "C", "C", "C", "C", "C", "H", "H", "H", "H", "H", "H", "H", "H", "H", "H", "H"],
  "xyz": [[0.75, 0.24, -0.18], [-2.61, 1.55, -0.84], [-2.58, 2.57, 0.17], [-1.35, 2.90, 0.79], [-0.31, 1.53, 1.55], [-1.26, 0.66, 2.81], [-2.62, 0.87, 3.01], [-3.28, 0.10, 3.96], [-2.60, -0.88, 4.66], [-1.25, -1.09, 4.46], [-0.57, -0.32, 3.53], [0.95, 2.55, 2.33], [0.99, 2.75, 3.71], [1.99, 3.55, 4.25], [2.95, 4.12, 3.43], [2.90, 3.93, 2.06], [1.91, 3.15, 1.50], [-3.78, 3.16, 0.55], [-5.00, 2.49, 0.35], [-6.19, 3.08, 0.72], [-6.21, 4.34, 1.31], [-5.01, 5.00, 1.52], [-3.81, 4.44, 1.16], [-1.03, 1.04, -1.69], [-1.73, -0.17, -2.82], [-1.97, 0.17, -4.15], [-2.61, -0.75, -4.97], [-2.98, -1.99, -4.48], [-2.73, -2.33, -3.16], [-2.10, -1.43, -2.32], [-0.24, 2.31, -2.68], [0.84, 1.78, -3.40], [1.63, 2.61, -4.17], [1.37, 3.97, -4.19], [0.30, 4.50, -3.47], [-0.50, 3.68, -2.70], [-3.31, 1.84, -1.64], [-2.96, 0.58, -0.43], [-1.53, 3.59, 1.63], [-0.65, 3.37, 0.09], [-3.15, 1.62, 2.46], [-4.33, 0.28, 4.14], [-3.14, -1.49, 5.36], [-0.73, -1.85, 5.01], [0.49, -0.47, 3.36], [0.24, 2.29, 4.35], [2.01, 3.73, 5.31], [3.73, 4.72, 3.86], [3.64, 4.38, 1.42], [1.87, 3.00, 0.43], [-5.01, 1.50, -0.07], [-7.11, 2.54, 0.57], [-7.14, 4.80, 1.58], [-5.01, 5.98, 1.97], [-2.90, 5.00, 1.30], [-1.69, 1.14, -4.53], [-2.81, -0.48, -6.00], [-3.47, -2.70, -5.13], [-3.02, -3.30, -2.78], [-1.89, -1.69, -1.29], [1.02, 0.71, -3.36], [2.45, 2.20, -4.74], [1.99, 4.63, -4.78], [0.10, 5.56, -3.52], [-1.33, 4.10, -2.15], [1.34, -2.58, -2.10], [2.73, -1.72, -1.52], [2.66, -0.73, -0.67], [3.91, -0.21, -0.39], [4.20, 0.86, 0.45], [5.50, 1.31, 0.51], [6.52, 0.70, -0.21], [6.26, -0.41, -0.99], [4.95, -0.85, -1.08], [4.31, -2.14, -2.07], [3.42, 1.33, 1.03], [5.73, 2.17, 1.12], [7.52, 1.10, -0.16], [7.04, -0.91, -1.54], [0.95, -3.69, -0.14], [-0.66, -4.78, -0.57], [-0.76, -5.48, -1.76], [-1.96, -6.09, -2.09], [-3.04, -6.03, -1.22], [-2.92, -5.35, -0.02], [-1.72, -4.73, 0.32], [2.74, -4.26, 0.55], [3.09, -3.87, 1.83], [4.36, -4.16, 2.31], [5.26, -4.84, 1.51], [4.91, -5.23, 0.23], [3.64, -4.96, -0.25], [0.47, -2.56, 0.83], [0.07, -5.54, -2.44], [-2.05, -6.62, -3.03], [-3.96, -6.54, -1.46], [-3.75, -5.29, 0.67], [-1.61, -4.21, 1.26], [2.37, -3.35, 2.46], [4.63, -3.85, 3.31], [6.24, -5.08, 1.90], [5.61, -5.76, -0.39], [3.35, -5.29, -1.23]]
}

---

Entry 5:
{
  "formula": "C5H9NS",
  "method": "ωB97M-V/def2-TZVPD",
  "e_tot_ev": -17652.9320,
  "e_lumo_ev": 0.832,
  "homo_energy_ev": -7.9,
  "gap_ha": 0.3213,
  "max_force_ev_per_a": 5.802,
  "species": ["C", "C", "C", "C", "C", "N", "S", "H", "H", "H", "H", "H", "H", "H", "H", "H"],
  "xyz": [[2.29, -0.78, -0.83], [-1.62, -0.50, 1.39], [-1.00, -1.07, 0.37], [3.45, 0.90, 0.58], [-2.65, 0.18, -1.58], [2.86, -0.09, -0.09], [-1.36, -1.07, -1.32], [-2.32, 0.30, 1.31], [-1.59, -0.85, 2.34], [-0.30, -1.85, 0.46], [4.12, 1.42, 0.03], [4.06, 0.51, 1.52], [2.75, 1.69, 0.94], [-2.78, 0.82, -0.80], [-3.53, -0.29, -1.72], [-2.36, 0.67, -2.59]]
}

---

Entry 6:
{
  "formula": "C3H9FN6O2P",
  "method": "ωB97M-V/def2-TZVPD",
  "e_tot_ev": -28285.7669,
  "total_charge": 1,
  "e_lumo_ev": -3.694,
  "homo_energy_ev": -13.6,
  "gap_ha": 0.3653,
  "max_force_ev_per_a": 0.771,
  "species": ["N", "P", "N", "N", "C", "N", "C", "N", "F", "H", "H", "H", "H", "H", "H", "C", "N", "O", "O", "H", "H", "H"],
  "xyz": [[1.84, -1.19, 0.38], [1.05, -1.70, -0.81], [-0.73, -1.89, -0.55], [-1.29, -3.10, -0.17], [-2.60, -2.92, -0.03], [-2.96, -1.69, -0.32], [-1.80, -1.07, -0.61], [-1.77, 0.22, -0.92], [-0.55, 0.79, -1.12], [2.28, -0.28, 0.23], [1.17, -3.05, -1.16], [1.00, -1.00, -2.02], [-0.72, -3.91, -0.01], [-3.27, -3.71, 0.26], [-2.56, 0.85, -0.95], [1.01, 3.40, 1.47], [2.26, 3.33, 0.66], [2.70, 2.23, 0.37], [2.76, 4.38, 0.36], [0.68, 2.39, 1.68], [1.25, 3.94, 2.38], [0.28, 3.97, 0.89]]
}